(1)
70
Properties=species:S:1:pos:R:3:forces:R:3:nbo_charge:R:1 method="wB97M-V/def2-TZVPD" total_energy_ev=-51030.8713 lumo_energy_ev=0.492 multiplicity=1 orbital_gap_ev=8.5
S -0.992 3.833 1.476 -0.1 -1.5 0.0 1.2846
O 4.433 -2.464 1.147 0.3 0.2 -0.2 -0.4915
O -1.530 1.279 3.684 -0.3 0.1 0.2 -0.6292
O -0.119 4.975 1.200 0.6 1.0 -0.2 -0.9875
O 6.726 -1.875 0.118 -0.4 0.0 0.1 -0.4763
O 2.557 2.804 -1.265 0.4 -0.2 0.0 -0.3967
N -0.133 0.394 2.137 0.1 -0.2 -0.2 -0.6549
N 1.253 1.466 -0.093 0.9 -0.4 -0.3 -0.5201
N -3.337 -1.097 -0.449 0.1 0.0 -0.1 -0.4732
C 3.577 0.760 -0.432 0.8 -0.1 -0.2 -0.1316
C 4.811 1.071 -0.983 -0.5 0.0 0.1 -0.1743
C -2.666 -0.818 0.799 0.3 -0.1 0.0 -0.2005
C 4.482 -1.292 0.463 0.1 -0.1 0.0 0.3368
C 5.883 0.210 -0.818 0.2 -0.3 0.1 -0.2974
C 0.020 2.742 2.595 -0.5 0.4 -0.3 -0.6962
C 5.742 -0.969 -0.102 0.0 -0.1 0.0 0.2697
C -3.635 -0.131 -2.683 0.2 0.2 0.2 -0.3981
C -4.358 1.105 -2.164 0.0 -0.2 -0.2 -0.6109
C -6.045 -3.756 -0.128 0.0 0.2 0.1 -0.6074
C 8.007 -1.619 -0.404 0.2 0.1 -0.1 -0.2522
C -0.876 2.762 -0.067 0.0 0.4 0.6 -0.6248
C 2.450 1.647 -0.583 -1.1 0.0 0.4 0.5105
C 3.420 -0.429 0.292 0.1 0.0 0.0 -0.2795
C -1.277 -1.458 0.978 -0.3 0.2 0.2 -0.4243
C -3.941 -2.415 -0.529 -0.4 0.2 0.2 -0.2091
C -5.389 -2.385 -0.030 0.2 -0.3 -0.1 -0.3944
C 0.522 2.562 -0.474 0.6 0.8 -0.7 0.0339
C -2.643 -0.666 -1.645 -0.2 -0.1 -0.3 -0.2067
C 3.220 -2.828 1.758 -0.2 -0.1 0.1 -0.2542
C 1.339 3.394 -1.191 -1.2 -0.2 0.5 0.3020
C 1.111 4.713 -1.827 0.1 -0.1 0.0 -0.6772
C -0.641 1.407 2.865 0.2 -0.1 0.0 0.6526
C -0.600 -0.967 2.258 -0.1 -0.3 0.0 -0.2270
H -3.316 -1.151 1.610 0.0 0.1 0.1 0.2014
H -5.501 -4.484 0.470 0.0 -0.1 0.0 0.1995
H -3.937 -2.747 -1.570 0.0 0.0 0.0 0.1919
H 0.385 4.630 -2.635 0.0 0.0 -0.1 0.2263
H -1.958 0.142 -1.379 0.1 0.0 0.0 0.1891
H -4.825 0.877 -1.209 -0.1 0.0 0.1 0.2204
H -2.573 0.269 0.892 0.0 0.0 0.1 0.1892
H 0.079 3.309 3.523 0.0 0.0 -0.1 0.2597
H -1.376 -2.544 1.024 0.0 -0.1 -0.1 0.2036
H 0.254 -1.612 2.495 -0.1 0.0 0.1 0.1869
H -4.367 -0.906 -2.917 0.0 -0.1 -0.1 0.1942
H 6.833 0.472 -1.254 0.1 0.0 0.0 0.2240
H -5.406 -2.044 1.006 0.0 0.1 0.0 0.1960
H 0.503 0.608 1.366 -0.1 0.1 0.2 0.4384
H -3.375 -3.157 0.052 0.0 0.0 -0.1 0.1705
H -7.070 -3.716 0.230 -0.1 -0.1 0.0 0.2117
H -1.431 3.312 -0.825 -0.1 0.0 0.1 0.2441
H 4.935 1.987 -1.540 0.0 0.1 -0.1 0.2248
H 8.432 -0.698 0.007 0.0 0.0 0.0 0.1774
H 1.008 2.648 2.152 0.0 0.1 -0.1 0.2399
H -3.658 1.925 -2.019 0.1 0.2 0.0 0.1907
H -2.045 -1.477 -2.095 0.1 0.1 0.1 0.1726
H -6.055 -4.103 -1.160 0.0 -0.1 -0.1 0.1990
H 0.726 5.410 -1.085 0.0 0.0 0.0 0.2669
H 3.413 -3.779 2.250 -0.1 0.1 0.0 0.2045
H -5.125 1.427 -2.864 -0.1 0.1 0.0 0.2081
H -3.094 0.108 -3.601 0.0 -0.1 -0.1 0.1983
H 2.420 -2.957 1.021 0.0 0.0 0.0 0.1755
H -1.302 -0.992 3.095 0.1 -0.1 0.0 0.2321
H -0.642 -1.212 0.124 0.0 -0.1 -0.1 0.1995
H -5.948 -1.662 -0.625 0.0 0.1 0.0 0.1996
H 8.621 -2.465 -0.102 0.0 0.1 0.0 0.2041
H 2.048 5.089 -2.227 0.0 0.1 -0.1 0.2355
H -1.375 1.828 0.170 -0.1 -0.1 -0.1 0.2426
H 2.910 -2.090 2.506 0.0 0.0 0.0 0.1774
H 2.450 -0.647 0.706 -0.1 -0.1 0.1 0.2326
H 7.991 -1.556 -1.497 0.0 0.0 0.0 0.1768

(2)
104
Properties=species:S:1:pos:R:3:forces:R:3:mulliken_charge:R:1 method="wB97M-V/def2-TZVPD" total_energy_ev=-84332.4261 lumo_energy_ev="-15.370 / -15.419" charge=+4 multiplicity=1 orbital_gap_ev="2.2 / 2.2"
Ru 1.000 0.781 -0.088 -2.0 0.3 1.2 -0.4939
P -1.406 1.031 -0.345 0.9 1.3 0.1 2.5302
P 1.474 -1.576 0.042 1.4 0.6 0.1 2.4717
O -1.346 -1.708 -0.168 -1.3 -2.1 -0.5 0.5371
N -0.301 0.830 1.966 0.7 -0.3 -1.6 -0.2747
N 2.858 1.412 -0.956 -0.1 -0.2 0.1 0.2242
N 0.818 2.913 -0.295 0.1 -0.1 0.2 0.6539
C 1.467 4.730 -1.716 0.0 -0.5 0.1 -1.1267
C -0.781 1.892 -2.788 0.1 -0.4 0.3 -0.2218
C -4.213 0.382 -0.570 1.1 0.0 0.2 -0.2040
C -2.520 3.006 3.164 0.0 0.0 -0.1 -0.6765
C 2.169 -1.805 1.710 -0.2 -0.2 -0.1 0.7714
C 2.426 -3.089 3.724 0.1 0.0 0.3 -0.8070
C 0.476 -3.101 -0.188 0.8 0.1 0.1 -0.4637
C 2.725 2.557 -1.671 0.6 0.1 -0.4 1.4531
C -1.179 -5.326 -0.546 -0.8 0.6 0.0 -0.5333
C 1.614 3.422 -1.261 -0.2 0.7 0.0 -0.0604
C 3.554 -1.970 -3.407 0.0 0.0 -0.1 -0.8862
C -0.135 3.796 2.778 -0.4 0.3 -0.3 -0.3271
C 3.924 -2.737 -0.750 0.0 0.1 -0.1 0.3608
C -2.643 -1.417 -0.348 0.4 0.5 0.2 -0.6223
C -1.834 3.570 -4.128 0.2 -0.1 0.0 -0.7680
C 3.543 -2.333 4.065 -0.1 -0.1 0.0 -0.7714
C 1.033 -4.360 -0.322 -0.1 1.0 0.1 0.1965
C -3.799 -4.539 -1.836 0.1 0.1 -0.3 -1.6892
C 3.673 2.927 -2.624 -0.4 -0.2 0.2 -0.7408
C -2.906 -0.034 -0.376 0.2 0.6 -0.1 0.4693
C -3.628 -2.400 -0.535 -0.6 -0.8 -0.2 0.9803
C -3.272 -3.867 -0.544 0.2 0.2 0.0 0.9889
C -5.217 -0.580 -0.715 -0.2 -0.1 0.0 -1.3070
C -1.594 3.974 2.454 0.1 0.3 0.0 -0.4343
C -1.660 2.179 -1.733 0.1 -0.4 0.0 1.1068
C -0.264 5.038 -0.114 0.1 -0.2 -0.1 -0.6081
C -2.011 0.884 3.549 -0.3 0.0 0.2 -0.4279
C 3.234 -0.985 2.106 -0.1 0.0 -0.3 -0.9841
C 4.674 -2.703 -3.034 0.0 0.0 -0.1 -0.6989
C -2.529 1.694 2.353 -0.2 -0.1 -0.2 -0.3143
C -0.919 -2.975 -0.269 0.3 0.9 0.3 -0.4979
C -1.307 1.752 1.414 -0.4 0.1 0.0 0.6469
C -0.679 0.392 3.098 0.1 -0.2 0.1 -1.3923
C 2.613 -1.619 -2.456 -0.1 -0.2 0.1 -0.5709
C -4.931 -1.936 -0.709 0.5 -0.5 0.1 -0.6693
C 4.776 2.116 -2.840 0.0 -0.1 0.2 -1.0488
C 3.976 0.702 -1.097 0.8 -0.1 -0.1 -0.2844
C 2.800 -2.007 -1.127 -0.5 -0.1 0.3 0.1635
C -1.780 -4.073 -0.450 -0.8 -0.9 -0.2 0.6697
C -0.087 3.713 0.290 0.0 0.6 0.0 -0.1124
C 0.290 3.158 4.009 -0.3 -0.6 0.9 -1.0486
C -1.952 2.222 4.384 -0.1 -0.1 0.3 -0.2617
C 0.198 -5.466 -0.495 0.0 -0.1 0.0 -1.3166
C -0.788 3.182 1.471 0.1 -0.1 -0.4 0.5804
C -0.572 2.515 4.816 0.5 0.4 -0.3 -1.0400
C 0.495 5.542 -1.150 0.0 -0.2 0.2 -1.4991
C 3.940 -1.274 3.257 -0.1 0.1 0.0 -0.9213
C -0.873 2.577 -3.983 -0.1 0.1 -0.1 -0.8884
C 1.730 -2.824 2.558 0.3 0.1 -0.1 -0.3415
C -2.686 3.877 -3.077 -0.1 0.1 0.0 -0.9196
C 4.854 -3.087 -1.713 0.1 -0.1 0.2 -0.8982
C 4.960 1.011 -2.022 -0.2 0.1 0.1 -0.8457
C -2.613 3.183 -1.879 0.0 -0.2 0.1 -0.6458
C -3.958 -4.544 0.674 0.0 0.0 0.4 -1.4541
H 2.102 -4.503 -0.287 0.1 0.1 0.0 0.6709
H 5.713 -3.675 -1.426 0.1 0.0 0.0 0.5227
H 0.641 -6.446 -0.601 0.0 -0.1 0.0 0.5241
H 3.417 -1.673 -4.434 0.0 0.0 -0.1 0.5259
H 4.121 -0.136 -0.429 -0.1 0.1 -0.2 0.4951
H -2.636 2.194 5.231 0.0 0.0 -0.1 0.6099
H -5.733 -2.641 -0.860 -0.1 -0.1 0.0 0.5291
H -3.491 3.452 3.371 0.1 -0.1 0.0 0.5298
H 3.537 -0.141 1.496 0.0 -0.1 0.0 0.4003
H 4.067 -3.032 0.280 0.1 0.0 0.1 0.5294
H 1.727 -1.045 -2.721 0.1 0.0 -0.1 0.1029
H 2.110 5.124 -2.485 0.1 0.0 -0.1 0.5016
H -1.908 4.107 -5.061 -0.1 0.1 -0.1 0.5101
H -3.552 -5.596 -1.844 0.0 -0.1 0.1 0.4452
H 1.305 3.343 4.329 0.1 -0.1 0.0 0.5550
H -5.035 -4.437 0.609 -0.1 0.1 -0.1 0.4649
H 0.520 4.617 2.507 -0.2 0.0 -0.2 0.6081
H -0.998 5.654 0.377 -0.1 0.1 0.1 0.4983
H -3.456 1.377 1.878 0.0 0.1 0.1 0.6982
H -3.615 -4.093 1.603 0.0 0.0 0.1 0.3983
H -0.025 1.100 -2.648 -0.4 0.4 -0.2 0.1089
H -3.287 3.434 -1.073 -0.1 0.1 0.1 0.4506
H -3.416 4.663 -3.197 -0.1 0.1 0.0 0.5238
H 4.104 -2.562 4.959 0.0 -0.1 0.1 0.4476
H -0.207 2.341 -4.800 0.0 0.0 -0.1 0.5255
H 2.117 -3.900 4.363 -0.1 -0.1 0.1 0.4909
H -0.267 2.151 5.787 0.1 0.0 0.1 0.5379
H -1.964 4.969 2.256 0.0 0.1 -0.1 0.4234
H 0.359 6.557 -1.492 0.0 0.1 0.0 0.5603
H 4.800 -0.678 3.523 0.0 0.1 0.1 0.5308
H -3.728 -5.604 0.698 0.1 -0.1 -0.1 0.4109
H -0.067 -0.279 3.681 0.3 -0.1 0.1 0.5224
H 3.564 3.835 -3.193 -0.1 0.0 0.0 0.4964
H 0.873 -3.426 2.294 0.0 -0.2 0.0 0.4945
H 5.842 0.393 -2.089 0.1 0.0 0.0 0.5748
H 5.497 2.367 -3.601 0.1 0.1 -0.1 0.5449
H -4.467 1.430 -0.623 0.0 0.1 0.0 0.6024
H -2.631 0.113 4.000 0.0 -0.1 -0.1 0.5353
H -4.879 -4.459 -1.907 -0.1 0.1 0.1 0.4688
H -3.351 -4.075 -2.712 0.0 0.0 -0.1 0.3933
H 5.405 -2.985 -3.777 0.1 0.0 -0.1 0.4754
H -1.784 -6.210 -0.671 -0.1 0.0 0.0 0.5365
H -6.238 -0.254 -0.863 -0.1 0.0 0.0 0.5186

(3)
52
Properties=species:S:1:pos:R:3:forces:R:3:nbo_charge:R:1 method="wB97M-V/def2-TZVPD" total_energy_ev=-76418.4270 lumo_energy_ev="0.228 / 0.233" s2=0.8150 multiplicity=2 orbital_gap_ev="7.2 / 7.2"
Co -0.093 0.405 0.111 0.0 0.2 0.4 1.1394
O 3.519 -0.685 1.445 -0.1 0.1 -0.1 -0.6662
O -0.081 2.177 -3.532 0.0 -0.2 0.1 -0.6541
O -2.368 0.026 0.211 -0.1 0.1 0.0 -0.7222
N -0.498 -1.859 0.106 0.1 -0.2 -0.1 -0.4763
N 0.213 0.402 2.087 0.0 0.0 -0.1 -0.4658
N 1.790 0.048 0.062 0.1 0.0 -0.6 -0.6548
N -1.028 2.391 -0.151 0.0 -0.1 0.2 -0.5011
N 0.152 0.679 -1.768 0.4 -0.7 -0.2 -0.6888
C -0.629 0.705 3.079 0.0 -0.1 -0.1 0.0461
C 2.247 -0.308 -1.230 -0.1 0.1 0.5 0.0833
C 0.277 -4.121 0.148 0.0 0.0 0.0 -0.2549
C -2.454 4.251 0.285 0.0 0.0 0.0 -0.2586
C 2.793 -0.952 -3.877 -0.1 0.1 0.1 -0.2292
C 1.594 -0.311 -3.559 0.1 0.0 -0.2 -0.2344
C 1.995 0.262 3.659 0.0 0.0 0.0 -0.2117
C 1.506 0.177 2.369 0.0 0.0 -0.1 0.1506
C -0.281 1.772 -2.388 -0.2 0.5 -0.1 0.5946
C -2.516 4.532 -1.073 0.0 0.1 -0.1 -0.1566
C 2.411 -0.198 1.204 0.1 -0.1 0.4 0.6016
C -1.824 3.729 -1.961 0.0 0.1 0.0 -0.2156
C -1.031 -4.582 0.153 0.0 -0.1 0.0 -0.1479
C 1.128 0.605 4.680 0.0 0.0 0.1 -0.1521
C -1.699 3.170 0.700 0.1 0.0 -0.1 0.0567
C -2.060 -3.662 0.132 0.0 0.0 0.0 -0.2534
C 0.497 -2.758 0.127 -0.1 0.1 0.0 0.0757
C -2.862 -1.296 0.045 0.1 0.1 -0.1 -0.0926
C 1.321 0.002 -2.242 -0.4 0.3 0.1 0.2013
C 3.441 -0.940 -1.547 0.1 0.0 -0.2 -0.2464
C -1.094 2.663 -1.458 0.0 -0.2 -0.1 0.1340
C -0.213 0.825 4.389 0.1 0.0 0.0 -0.2589
C -1.747 -2.310 0.101 0.0 0.0 0.0 0.1900
C 3.704 -1.262 -2.881 0.0 0.0 0.1 -0.2216
H -3.095 5.374 -1.432 0.0 0.0 0.0 0.2215
H 1.120 -4.799 0.156 0.0 0.0 0.0 0.2306
H 3.044 0.053 3.816 0.0 0.0 0.0 0.2548
H -2.974 4.858 1.014 0.0 0.0 0.0 0.2243
H -3.585 -1.502 0.835 0.0 0.0 0.1 0.1910
H -1.811 3.895 -3.029 0.0 0.0 0.0 0.2554
H -1.670 0.828 2.803 0.0 0.0 -0.1 0.2068
H -3.384 -1.388 -0.909 0.0 0.0 -0.1 0.1975
H -2.546 0.540 -0.582 -0.1 0.0 0.0 0.5024
H -0.928 1.081 5.159 0.0 0.0 0.0 0.2251
H 0.884 -0.037 -4.326 0.0 0.0 0.0 0.2321
H 1.486 0.691 5.698 0.0 0.0 0.0 0.2220
H 1.505 -2.361 0.119 -0.1 0.0 0.0 0.2284
H 3.011 -1.194 -4.910 0.0 0.0 0.0 0.2076
H -3.096 -3.977 0.138 0.0 0.0 0.0 0.2182
H -1.616 2.922 1.750 0.0 0.0 0.0 0.1966
H -1.244 -5.644 0.172 0.0 0.0 0.0 0.2213
H 4.634 -1.755 -3.134 0.0 0.0 0.0 0.2072
H 4.151 -1.160 -0.763 0.0 0.0 0.0 0.2472

(4)
17
Properties=species:S:1:pos:R:3:forces:R:3:nbo_charge:R:1 method="wB97M-V/def2-TZVPD" total_energy_ev=-19231.9984 lumo_energy_ev=3.793 charge=-1 multiplicity=1 orbital_gap_ev=7.2
S 0.641 -0.378 -0.602 -0.2 -0.3 0.2 -0.7112
O 3.862 1.093 -1.114 0.2 0.0 -0.1 -0.9743
O 0.441 0.423 2.410 -0.4 0.0 0.1 -1.0186
O -0.773 -2.587 1.822 -0.1 0.2 0.4 -0.9731
C -1.022 -0.320 -1.367 0.1 0.1 0.2 -0.5086
C -1.710 1.011 -1.106 -0.1 0.3 0.0 -0.6157
H -1.958 1.137 -0.049 0.0 -0.2 0.0 0.1954
H 0.198 0.284 1.451 0.6 0.1 0.3 0.4878
H -1.692 -1.104 -0.996 0.3 -0.1 0.0 0.1843
H -0.182 -1.937 1.405 0.0 -0.1 -0.5 0.4957
H 3.814 1.442 -0.221 -0.1 0.0 0.0 0.4612
H -2.621 1.171 -1.688 -0.2 -0.2 -0.1 0.1742
H 1.137 -0.224 2.561 0.0 0.0 -0.2 0.4559
H -1.054 1.836 -1.327 0.4 0.3 -0.2 0.2017
H -1.202 -2.061 2.510 0.1 -0.1 -0.2 0.4595
H 2.980 0.718 -1.263 -0.2 -0.1 0.1 0.5035
H -0.859 -0.504 -2.426 -0.3 0.1 -0.2 0.1822